{"formula": "H2IO2PS", "method": "ωB97M-V/def2-TZVPD", "gap_ev": 8.19, "de_lowest_ev": 1.398, "smiles": "O=PO.SI", "fmax_ev_per_a": 1.4, "multiplicity": 1, "homo_energy_ev": -9.163, "energy_ev": -32352.97591, "elements": ["P", "H", "O", "O", "S", "H", "I"], "coordinates": [[1.1229, 0.8599, 2.9768], [1.1834, -2.2120, -0.5388], [-0.2462, 1.0317, 3.4228], [1.3781, 2.0092, 1.8756], [-0.0180, -2.3912, -1.1840], [0.6796, 2.6451, 1.7310], [-0.4825, -4.6844, -0.5899]], "atomic_forces_ev_per_a": [[0.5, 0.6, -0.8], [-0.7, -0.4, -0.3], [-1.1, -0.3, 0.8], [1.3, -0.5, -0.1], [0.5, -0.2, 0.4], [-0.6, 0.3, 0.0], [0.3, 0.6, -0.1]]}